No. 1
Density functional theory data (wB97M-V/def2-TZVPD) for a cluster of 12 separate species, C33H57F18N9O21S6 in total at a distorted geometry.

Last column: Mulliken charge in e.
CARTESIAN COORDINATES (ANGSTROEM)
C1 12.4854 9.8858 -16.8968  -0.86
C2 13.2601 11.1182 -16.4922  0.49
O1 12.8492 11.9678 -15.8072  -0.33
N1 14.7783 11.0827 -16.7833  -0.12
H1 15.3268 10.9045 -15.9421  0.36
H2 14.9390 10.2994 -17.4134  0.39
C3 15.2629 12.3392 -17.4489  -0.87
H3 11.6822 9.7095 -16.1822  0.14
H4 12.9259 8.9696 -17.2801  0.37
H5 11.8931 10.3354 -17.7071  0.35
H6 14.7103 12.5540 -18.3594  0.35
H7 16.3049 12.2018 -17.7327  0.36
H8 15.1695 13.1099 -16.6871  0.37
C4 16.4253 3.9734 -20.0761  -0.97
C5 17.4402 3.4206 -19.0675  0.44
O2 18.5248 3.8785 -18.9825  -0.40
N2 17.0425 2.1011 -18.4262  -0.01
H9 16.3971 1.6405 -19.0686  0.40
H10 17.7706 1.3921 -18.3191  0.41
C6 16.4784 2.2461 -16.9857  -1.08
H11 16.5374 5.0499 -20.0142  0.31
H12 15.4441 3.5378 -19.8858  0.37
H13 16.7137 3.5421 -21.0367  0.35
H14 16.5070 1.2992 -16.4496  0.41
H15 15.4427 2.5470 -17.1373  0.35
H16 17.0099 3.0858 -16.5476  0.33
C7 21.8857 8.3369 -10.9815  -1.04
C8 21.7688 6.8700 -11.2672  0.57
O3 22.7516 6.2539 -11.5527  -0.43
N3 20.4757 6.3466 -11.8566  0.02
H17 19.8535 7.1288 -12.0434  0.39
H18 20.6356 5.7884 -12.6905  0.40
C9 19.7489 5.4473 -10.8868  -0.69
H19 22.3831 8.9241 -11.7541  0.33
H20 22.6735 8.4028 -10.2271  0.33
H21 20.9189 8.7241 -10.6634  0.40
H22 19.4379 4.5799 -11.4647  -0.10
H23 18.8594 5.8877 -10.4375  0.37
H24 20.3404 5.0085 -10.0854  0.38
C10 5.4687 11.7543 -16.5542  -1.27
C11 6.3521 11.8512 -15.3488  -0.18
N4 6.3933 10.5754 -14.6331  0.21
C12 5.2875 9.7719 -14.3221  -0.43
C13 5.8191 8.7212 -13.6436  -0.51
N5 7.1795 8.8852 -13.4824  0.17
C14 7.4967 10.0671 -14.0902  0.10
C15 8.0597 7.8968 -12.8304  -0.30
H25 5.6713 10.8200 -17.0825  0.37
H26 5.4700 12.5867 -17.2567  0.37
H27 4.3993 11.6889 -16.3346  0.33
H28 6.0445 12.6733 -14.7022  0.27
H29 7.4006 12.0187 -15.5971  0.28
H30 4.2786 10.1011 -14.4907  0.40
H31 5.3706 7.8532 -13.1835  0.53
H32 8.4799 10.4830 -14.2515  0.09
H33 7.7733 7.9005 -11.7834  0.34
H34 9.1012 8.1977 -12.9498  -0.24
H35 7.9944 7.0368 -13.4940  0.41
C16 22.1116 -0.2123 -14.0674  -1.06
C17 21.0560 -1.1890 -14.7087  -0.38
N6 19.7375 -0.8394 -14.1755  0.33
C18 19.1845 0.4215 -14.2511  -1.32
C19 18.0140 0.4036 -13.5391  -0.11
N7 17.8535 -0.8616 -13.0778  0.52
C20 18.8815 -1.6293 -13.4628  -0.27
C21 16.6881 -1.3964 -12.3800  -0.77
H36 23.1652 -0.4355 -14.2481  0.41
H37 21.9482 -0.1366 -12.9910  0.26
H38 22.1578 0.8170 -14.4359  0.33
H39 21.3195 -2.2356 -14.6057  0.40
H40 21.0603 -0.8860 -15.7557  0.22
H41 19.7178 1.2395 -14.7024  0.50
H42 17.3161 1.1687 -13.2364  0.59
H43 19.0921 -2.6759 -13.3259  0.39
H44 15.9685 -1.8607 -13.0528  0.36
H45 16.1926 -0.5176 -11.9683  0.18
H46 16.9628 -2.0922 -11.5921  0.36
C22 11.2733 6.0967 -11.8502  -0.77
C23 12.6334 6.5743 -11.2433  -0.62
N8 13.7471 6.2324 -12.1741  0.73
C24 14.2507 7.0277 -13.1753  -0.35
C25 15.2710 6.3923 -13.8067  -0.99
N9 15.4752 5.2328 -13.0817  0.55
C26 14.5545 5.1626 -12.1285  -0.53
C27 16.5209 4.1960 -13.2853  -0.17
H47 10.9620 6.5421 -12.7959  0.28
H48 10.4739 6.3953 -11.1717  0.28
H49 11.2596 5.0095 -11.9035  0.41
H50 12.8430 6.3114 -10.2101  0.42
H51 12.5497 7.6472 -11.4026  -0.18
H52 13.7723 7.9646 -13.4163  0.41
H53 15.9253 6.6560 -14.6206  0.52
H54 14.5317 4.4490 -11.3081  0.74
H55 16.4714 3.7654 -14.2834  -0.16
H56 16.2830 3.3955 -12.5850  -0.12
H57 17.5162 4.5731 -13.0568  0.40
C28 12.4456 0.8952 -13.6309  0.36
F1 12.2619 -0.2537 -12.9616  -0.21
F2 11.7704 0.8897 -14.7908  -0.23
F3 11.9972 1.8592 -12.8534  -0.19
S1 14.2673 1.3812 -13.9665  1.45
O4 14.7493 0.2377 -14.7382  -0.73
O5 14.0299 2.6002 -14.7090  -0.76
O6 14.8557 1.5234 -12.6346  -0.59
C29 7.9689 4.7529 -9.9097  0.56
F4 7.4162 3.9620 -8.9959  -0.24
F5 7.5558 5.9981 -9.6996  -0.22
F6 9.2984 4.7242 -9.8060  -0.16
S2 7.4003 4.2717 -11.7669  1.00
O7 6.3645 5.2481 -12.1494  -0.65
O8 8.6387 4.4021 -12.5749  -0.60
O9 6.9113 2.9189 -11.6624  -0.65
C30 11.5026 10.8356 -12.5581  0.39
F7 12.7697 10.7592 -12.1403  -0.25
F8 11.4558 10.2658 -13.7842  -0.15
F9 10.7426 10.1033 -11.7300  -0.09
S3 10.9075 12.6266 -12.5598  1.14
O10 9.6380 12.6791 -13.2406  -0.63
O11 10.8961 12.9261 -11.1548  -0.60
O12 11.9232 13.3779 -13.3133  -0.71
C31 11.6064 9.1945 -8.2421  0.42
F10 12.7904 9.5670 -7.7594  -0.26
F11 11.3098 10.1132 -9.1653  -0.18
F12 11.7493 7.9335 -8.7181  -0.17
S4 10.2817 9.1097 -6.8128  1.19
O13 9.1088 9.6873 -7.4524  -0.67
O14 10.1244 7.7596 -6.3407  -0.64
O15 10.9093 10.0179 -5.8292  -0.70
C32 19.3737 1.8235 -10.6315  0.30
F13 20.0013 1.8370 -11.8371  -0.13
F14 19.7279 2.8154 -9.8083  -0.23
F15 18.0591 1.8259 -10.8172  -0.05
S5 19.8747 0.1779 -9.8149  1.06
O16 21.3230 0.2203 -10.0176  -0.70
O17 19.5075 0.3337 -8.4363  -0.62
O18 19.1646 -0.8411 -10.6035  -0.56
C33 16.2283 3.3241 -7.9399  0.56
F16 15.9798 2.2755 -8.7169  -0.18
F17 15.9523 3.0108 -6.6869  -0.24
F18 17.5292 3.6734 -7.9812  -0.24
S6 15.2791 4.9098 -8.5736  1.14
O19 16.1858 5.6484 -9.4481  -0.61
O20 14.0425 4.4810 -9.2294  -0.62
O21 15.0290 5.6671 -7.3604  -0.66

Forces on atoms 1 to 3 (eV/Å):
C -1.0 1.3 -1.1
C -0.6 -2.0 2.0
O 0.2 1.1 -0.5

Calculated values
F_max = 4.6 eV Å⁻¹
HOMO = -0.207 Eh
Gap between HOMO and LUMO = 2.24 eV

No. 2
Density functional theory data (wB97M-V/def2-TZVPD) for a structure of composition C15H14Cl3N5O2RbSSe.

Last column: Mulliken charge in e.
CARTESIAN COORDINATES (ANGSTROEM)
Rb1 -0.5698 -0.2489 -0.1800  0.90
Cl1 -1.5971 -6.5284 -4.3848  -0.28
C1 -1.8515 -5.0661 -3.4619  0.36
C2 -2.5069 -3.9808 -4.0633  -0.72
C3 -2.7094 -2.8356 -3.3509  0.48
Cl2 -3.5051 -1.4925 -4.1127  -0.23
C4 -2.2762 -2.6379 -1.9737  -0.09
O1 -2.4693 -1.5661 -1.3740  -0.93
C5 -1.5959 -3.7900 -1.4197  1.21
C6 -0.9966 -3.8155 -0.0992  -0.47
O2 -0.7960 -2.8947 0.6736  -0.55
C7 -1.4187 -4.9697 -2.1706  -0.84
H1 -2.8517 -4.0472 -5.0866  0.41
H2 -0.6519 -4.8330 0.1849  0.25
H3 -0.9125 -5.8106 -1.7087  0.28
Se1 1.2320 -2.7547 -3.4953  0.38
N1 2.7272 -2.0393 -4.1545  -0.84
C8 3.0247 -1.0146 -3.3796  0.53
C9 4.1483 -0.1500 -3.5174  -0.50
C10 4.2717 0.8495 -2.6106  -0.44
C11 3.2994 1.0199 -1.5691  -0.43
N2 2.2572 0.2691 -1.3988  -0.10
C12 2.1109 -0.7538 -2.2871  0.46
N3 1.0949 -1.5803 -2.1815  -0.17
H4 4.8536 -0.3145 -4.3211  0.45
H5 5.1007 1.5435 -2.6453  0.35
H6 3.4338 1.8208 -0.8482  0.43
Cl3 -1.7319 1.4924 2.1501  -0.50
C13 -3.1128 0.2106 3.1409  -0.64
H7 -3.4099 -0.3128 2.2215  0.00
H8 -3.8593 1.0025 3.2834  0.10
C14 -0.1593 -0.2243 4.8442  -0.76
N4 0.9286 0.4631 4.1706  -0.05
C15 1.5110 0.0535 3.0495  0.26
N5 1.0890 -1.1295 2.5342  -0.34
S1 2.7823 0.9127 2.3400  -0.49
H9 -0.3248 0.2489 5.8113  0.31
H10 0.1112 -1.2696 5.0190  0.30
H11 -1.1104 -0.1719 4.2918  0.27
H12 1.1746 1.3945 4.4521  0.20
H13 0.1518 -1.4715 2.6902  0.29
H14 1.5521 -1.3992 1.6851  0.18

Forces on atoms 1 to 3 (eV/Å):
Rb 0.0 0.6 0.4
Cl 0.0 0.0 0.0
C 0.0 0.0 0.1

Calculated values
Relative energy (zero: lowest compared OMol25 entry of this formula, charge and spin) = 18.2 kcal per mole
F_max = 1.0 eV Å⁻¹
HOMO = -0.138 Eh
Gap between HOMO and LUMO = 4.40 eV
Net charge = -1

No. 3
Density functional theory data (wB97M-V/def2-TZVPD) for a cluster of 11 separate species, H21O14S in total at a distorted geometry.

Last column: Mulliken charge in e.
CARTESIAN COORDINATES (ANGSTROEM)
O1 -0.5071 0.2247 0.2008  0.05
H1 0.0318 0.9548 -0.0368  0.28
H2 -0.0434 -0.6338 -0.0746  0.56
H3 -0.5905 0.1991 1.2024  0.42
S1 1.6862 -3.0114 -0.5846  1.19
O2 1.5428 -3.8881 -1.7325  -0.73
O3 2.8791 -2.2592 -0.6283  -0.78
O4 0.5845 -1.9885 -0.6374  -1.03
O5 1.5803 -3.6485 0.6165  -0.78
O6 -0.1708 -1.4231 -3.1254  -0.49
H4 0.0268 -1.4817 -2.3522  0.20
H5 0.5932 -0.8062 -3.2076  0.35
O7 0.2951 2.2193 -1.4163  -0.67
H6 0.1357 2.5871 -2.3201  0.35
H7 -0.2481 2.8498 -0.9479  0.32
O8 -3.4758 0.3085 -0.6716  -0.54
H8 -2.9788 0.2266 -1.4583  0.28
H9 -4.2841 0.2651 -1.1356  0.25
O9 -1.5878 0.7142 2.7521  -0.61
H10 -0.9727 1.2253 3.2631  0.28
H11 -2.3826 1.2186 2.6759  0.28
O10 2.5090 3.2639 -1.0830  -0.64
H12 1.9816 2.5348 -1.3678  0.36
H13 3.1591 3.0620 -0.3529  0.30
O11 1.9633 1.4695 1.3613  -0.66
H14 2.1999 0.7726 2.0568  0.31
H15 2.3441 1.0878 0.5197  0.32
O12 -0.9454 3.4092 0.6204  -0.57
H16 -1.6316 3.6181 0.1184  0.23
H17 -0.9893 3.9503 1.3736  0.24
O13 -1.7297 -3.6012 -0.0068  -0.63
H18 -1.0901 -2.9873 -0.3281  0.36
H19 -1.2690 -4.0327 0.5612  0.29
O14 0.1162 -1.9883 2.1729  -0.64
H20 0.3974 -2.8531 1.6259  0.30
H21 0.8704 -1.5582 2.3469  0.26

Forces on atoms 1 to 3 (eV/Å):
O -1.4 -1.0 1.8
H 1.1 1.5 -0.6
H 1.0 -2.1 -0.6

Calculated values
Relative energy (zero: lowest compared OMol25 entry of this formula, charge and spin) = 48.4 kcal per mole
F_max = 16.3 eV Å⁻¹
HOMO = -0.143 Eh
Gap between HOMO and LUMO = 5.28 eV
Net charge = -1

No. 4
Density functional theory data (wB97M-V/def2-TZVPD) for a structure of composition C28H31GeN10Pd at a distorted geometry.

Last column: Löwdin spin population.
CARTESIAN COORDINATES (ANGSTROEM)
Pd1 -0.0893 0.5159 0.3463  0.82
C1 -2.9982 -2.8067 -2.0376  0.00
N1 -1.8950 -3.1100 -1.1469  0.01
C2 -1.9896 -4.4291 -0.5538  0.00
C3 -0.9668 -2.2082 -0.7920  0.01
N2 -0.8976 -0.9736 -1.1638  0.09
N3 0.0840 -2.7025 0.0078  0.00
C4 0.3354 -2.2956 1.2967  0.01
N4 1.2712 -3.0149 1.9554  0.01
N5 -0.3069 -1.2923 1.7901  0.05
H1 -3.1870 -3.6772 -2.6666  0.00
H2 -2.7704 -1.9628 -2.6851  0.00
H3 -3.9064 -2.5927 -1.4650  0.00
H4 -2.9946 -4.5660 -0.1532  0.00
H5 -1.2897 -4.5655 0.2653  0.00
H6 -1.8144 -5.2060 -1.2992  0.00
H7 -1.6735 -0.6407 -1.7296  0.00
H8 0.4941 -3.5779 -0.2843  0.00
H9 1.6538 -3.8711 1.5897  0.00
H10 1.5161 -2.7668 2.8995  0.00
H11 -0.0921 -1.0806 2.7617  0.00
N6 -4.5247 1.2383 0.7376  0.00
C5 -3.4992 0.5305 1.2378  0.00
N7 -2.3689 1.0637 0.8363  0.01
C6 -2.7583 2.1304 0.0747  0.00
N8 -4.0682 2.2499 0.0141  0.00
C7 -1.7943 3.0553 -0.4943  0.00
C8 -2.1620 4.3409 -0.9184  0.00
N9 -1.2590 5.2031 -1.3209  0.00
C9 0.0082 4.8398 -1.3255  0.00
C10 0.3925 3.5571 -0.9389  0.00
N10 -0.5098 2.6779 -0.5263  0.03
H12 -5.5183 1.1314 0.8904  0.00
H13 -3.5911 -0.3205 1.8791  0.00
H14 -3.1953 4.6524 -0.9082  0.00
H15 0.7261 5.5732 -1.6572  0.00
H16 1.4294 3.2432 -0.9651  0.00
C11 5.1372 -3.2281 -1.3309  0.00
C12 3.8726 -2.9850 -1.8426  0.00
C13 3.1147 -1.9450 -1.3348  0.00
C14 3.6029 -1.1883 -0.2806  -0.01
C15 4.8649 -1.4242 0.2320  0.00
C16 5.6234 -2.4625 -0.2848  0.00
Ge1 2.3419 0.2891 0.3480  -0.05
C17 3.4668 1.4433 -0.9060  -0.01
C18 4.4743 2.2547 -0.4233  0.00
C19 5.1249 3.1024 -1.3082  0.00
C20 4.8049 3.0843 -2.6552  0.00
C21 3.8128 2.2421 -3.1318  0.00
C22 3.1526 1.3996 -2.2527  0.00
C23 2.6035 1.0223 2.1987  -0.01
C24 3.6997 0.9772 3.0559  0.00
C25 3.6677 1.6376 4.2741  0.00
C26 2.5359 2.3379 4.6650  0.00
C27 1.4225 2.3681 3.8367  0.00
C28 1.4658 1.7179 2.6209  0.03
H17 5.7521 -4.0024 -1.7656  0.00
H18 3.4948 -3.5827 -2.6580  0.00
H19 2.1329 -1.7309 -1.7421  0.00
H20 5.2647 -0.8165 1.0283  0.00
H21 6.6073 -2.6515 0.1124  0.00
H22 4.7306 2.2607 0.6260  0.00
H23 5.9081 3.7512 -0.9453  0.00
H24 5.3572 3.7093 -3.3417  0.00
H25 3.5769 2.2106 -4.1845  0.00
H26 2.3820 0.7297 -2.6139  0.00
H27 4.5879 0.4269 2.7800  0.00
H28 4.5301 1.6072 4.9234  0.00
H29 2.5116 2.8489 5.6162  0.00
H30 0.5357 2.9029 4.1421  0.00
H31 0.5871 1.7737 1.9406  0.01

Forces on atoms 1 to 3 (eV/Å):
Pd -1.5 -0.7 0.5
C -0.1 0.2 -0.2
N 0.4 0.2 0.2

Calculated values
F_max = 4.2 eV Å⁻¹
HOMO (alpha / beta) = -0.486 / -0.486 Eh
Multiplicity = 2
Gap between HOMO and LUMO (alpha / beta) = 5.54 / 5.63 eV
Net charge = +2